Entry 1:
48
Properties=species:S:1:pos:R:3:lowdin_charge:R:1 method="wB97M-V/def2-TZVPD" homo_ev=-10.017 total_energy_ev=-29699.538 gap_ev=10.3 relative_energy_kcal_mol=82.7 smiles="CC(C)CNC=O.O.O.O.O.O.O.O.O.O.O"
H -1.034 -0.980 -3.674 0.069
H 0.774 1.179 0.613 0.119
C 1.732 0.351 -1.127 -0.437
O -2.971 0.535 2.776 0.006
H -3.012 -0.403 2.823 0.002
O 2.353 -3.687 -1.597 -0.065
H 3.573 1.361 -1.937 0.106
H 0.348 -1.011 -4.276 -0.031
H 1.038 -1.149 3.685 0.046
O -2.148 1.161 -0.142 -0.053
C 2.629 -0.647 -0.450 -0.065
H -3.427 -2.791 2.284 0.041
H -2.004 1.077 -2.437 -0.028
O -0.208 -1.523 -3.824 -0.016
H 2.115 -1.642 -0.577 0.064
C -1.756 -0.013 -0.347 -0.299
H -2.412 -0.898 -0.332 0.135
O -1.094 3.452 1.325 0.004
H 1.508 -0.114 -2.133 0.142
H 0.070 -1.194 -0.554 0.122
H 0.062 1.713 -0.747 0.122
H 3.718 -0.672 -0.779 0.113
H -3.391 0.689 -3.030 0.080
O -0.652 -3.073 -1.538 -0.025
H 2.293 -2.811 -2.046 0.041
O 2.020 2.730 2.249 -0.019
O -2.434 0.826 -3.226 -0.040
H -0.183 -0.287 3.714 0.008
H 1.474 2.301 1.642 -0.060
H 0.108 -3.470 -1.312 -0.066
N -0.430 -0.287 -0.486 0.086
H 2.867 -0.543 0.557 0.059
C 0.545 0.793 -0.422 -0.189
H 3.262 -3.649 -1.292 0.044
H 2.221 2.282 -2.233 0.045
O -3.087 -2.033 1.835 -0.052
H -2.902 0.852 1.923 -0.015
H -1.364 1.020 3.194 -0.053
O -0.544 1.305 2.957 -0.017
H -1.829 4.058 1.400 0.070
H 1.646 2.557 3.100 0.024
O 0.062 -1.251 3.697 -0.095
H -1.270 3.048 0.525 -0.025
H -0.550 -2.930 -2.518 0.047
H -0.708 2.033 2.437 -0.045
H -2.274 -2.025 2.430 0.080
C 2.525 1.599 -1.524 -0.067
H 2.742 2.162 -0.605 0.085



Entry 2:
109
Properties=species:S:1:pos:R:3:lowdin_charge:R:1 method="wB97M-V/def2-TZVPD" homo_ev="-10.076 / -10.213" total_energy_ev=-111238.149 multiplicity=3 gap_ev="6.8 / 6.0" relative_energy_kcal_mol=89.8 total_charge=+1
H 1.813 -7.366 0.565 0.108
C -4.602 1.183 -2.474 -0.086
C -0.572 3.326 1.692 -1.019
H 0.884 -0.214 6.035 0.125
C -1.635 5.650 0.533 -0.379
H 3.839 -3.487 2.846 0.111
C 2.847 -6.679 2.317 -0.081
H -4.309 -0.503 4.502 0.100
H -3.403 -1.639 -0.522 0.165
C -3.350 -0.621 2.045 -0.207
C -0.811 0.376 -6.133 -0.073
H -1.119 2.701 4.545 0.127
H 2.230 6.174 -1.221 0.108
C -4.426 3.559 -2.230 -0.064
H -1.444 1.358 6.964 0.111
H 5.466 -2.503 -4.251 0.108
C 4.898 -2.591 -3.333 -0.071
N -1.011 -1.292 -1.872 0.170
H 3.895 -5.707 3.916 0.106
O 2.750 0.388 1.841 0.067
H 5.910 -4.367 -2.688 0.109
C 0.304 -2.613 3.122 -0.071
C -5.212 2.420 -2.331 -0.078
C -3.350 -0.009 4.436 0.006
C 1.105 6.458 -3.025 -0.079
C -2.790 0.453 5.692 -0.075
H 4.329 -1.560 1.247 0.170
H 4.641 -4.553 -0.590 0.118
H -0.098 -1.007 -2.206 0.073
C 3.925 -1.651 -3.023 -0.071
H -6.292 2.502 -2.333 0.107
H 2.472 -0.994 -1.595 0.077
H -2.447 4.352 -2.182 0.089
C 2.778 -2.812 0.414 -0.261
N 0.224 2.769 2.585 -0.060
C 1.029 0.352 -4.064 -0.128
C 3.419 -5.589 2.950 -0.084
H 2.867 -7.654 2.786 0.105
C 1.528 5.736 -1.920 -0.080
C -2.400 2.213 -2.328 -0.313
H 1.560 -2.606 6.251 0.121
W -0.537 0.146 1.139 1.489
C 1.273 -0.380 -5.218 -0.074
C -0.248 4.597 -3.713 -0.101
H -1.147 6.396 -0.092 0.041
H -4.889 4.534 -2.159 0.110
C 3.448 -2.805 -0.961 -0.130
H 2.182 -0.960 -5.315 0.093
N 0.327 1.462 2.605 -0.102
C -3.043 3.450 -2.233 -0.122
H 0.542 -0.941 -7.156 0.107
H 1.131 -4.157 4.336 0.112
H -5.214 -0.700 1.040 0.100
C 0.727 -0.915 5.227 0.028
C -1.056 1.093 -4.970 -0.097
N 3.339 -1.750 1.233 0.170
C 1.312 -2.321 0.328 -0.467
C 2.490 -0.682 1.345 -0.565
S 0.649 1.248 -0.763 0.402
C 0.127 -0.506 4.053 -0.176
H -0.113 6.443 -4.795 0.106
H 1.767 0.353 -3.268 0.060
H -2.486 6.086 1.051 0.043
H 0.222 2.014 5.418 0.131
C 3.200 -1.761 -1.847 -0.016
H 1.790 -5.154 -0.516 0.124
H -1.532 0.398 -6.941 0.107
C -0.723 1.761 4.933 -0.091
N -1.570 0.603 2.873 -0.149
C -2.776 0.058 3.213 -0.243
C -1.325 -1.026 -0.642 -0.359
H -1.970 4.831 -0.095 -0.027
S -0.426 5.058 1.725 0.924
H 3.749 -0.818 -3.690 0.092
N 1.233 -1.054 0.813 -0.073
C 1.058 4.445 -1.709 -0.119
C 0.160 3.855 -2.598 -0.281
C 2.811 -4.171 1.095 -0.176
C -3.216 1.089 -2.484 -0.130
N -2.539 -1.299 -0.119 0.069
H 1.400 3.892 -0.843 0.063
H -2.763 0.126 -2.665 0.072
H -1.982 1.653 -4.893 0.101
H -0.939 4.165 -4.432 0.106
C 4.432 -3.738 -1.271 -0.016
H -5.208 0.294 -2.615 0.101
H 0.132 -3.244 2.261 0.117
O 0.384 -3.018 -0.040 0.049
C -0.144 1.096 -3.909 -0.283
H -3.358 0.156 6.566 0.107
C 3.397 -4.337 2.343 -0.042
C 2.243 -5.274 0.459 -0.035
C 0.352 -0.370 -6.256 -0.075
C 2.257 -6.516 1.069 -0.062
N -2.465 -0.708 1.119 -0.096
N -0.065 -1.333 3.022 0.062
H -5.325 -0.991 2.774 0.082
C -4.721 -1.175 1.892 0.020
H -1.575 -1.850 -2.493 0.144
H 1.473 7.462 -3.192 0.106
S -1.704 2.447 0.751 0.704
C 5.148 -3.635 -2.456 -0.062
C -0.451 0.861 3.745 -0.415
Si -0.509 2.123 -2.374 0.409
C 1.100 -2.244 5.341 -0.013
C 0.868 -3.110 4.282 -0.021
C 0.214 5.886 -3.926 -0.075
H -4.681 -2.252 1.713 0.105
C -1.678 1.165 5.923 -0.068



Entry 3:
165
Properties=species:S:1:pos:R:3:lowdin_charge:R:1 method="wB97M-V/def2-TZVPD" homo_ev=-10.237 total_energy_ev=-294596.402 gap_ev=6.2 total_charge=+1
H -2.466 2.235 -6.062 0.121
H -6.675 -1.420 2.991 0.108
H -10.428 -0.397 -3.051 0.129
C 12.369 -4.229 -4.686 -0.183
C -2.829 1.657 -6.915 -0.187
Br 2.600 -3.254 8.065 0.762
H -8.189 0.680 5.609 0.104
H 14.212 -4.352 -1.964 0.128
C 3.145 -0.919 -1.512 -0.201
H 12.779 -4.127 -5.692 0.129
H -5.101 0.088 -1.322 0.092
H 4.817 1.126 6.891 0.144
C -8.648 0.345 4.677 -0.216
C -0.997 -1.186 4.041 -0.196
O -5.041 2.386 -6.302 -0.198
C -2.978 3.676 -8.240 -0.181
H -6.617 2.113 -7.624 0.092
H -3.216 0.014 1.615 0.097
H -6.526 -0.987 4.722 0.110
H -8.099 0.385 2.604 0.111
C -11.824 2.324 5.702 -0.104
C 2.215 -1.407 0.584 -0.132
O -6.711 1.372 -1.112 -0.192
Br 0.584 1.449 5.932 0.947
H 2.075 -2.225 1.288 0.082
H 3.390 7.158 3.859 0.075
H 3.953 -2.324 5.667 0.106
H 4.201 -0.705 -3.329 0.131
C 6.393 -3.375 -1.413 -0.212
H 6.955 -3.270 -2.349 0.124
O 4.648 -1.546 8.674 0.066
H -12.111 1.031 -1.657 0.089
C 6.008 -2.005 -0.905 -0.185
C -6.424 2.211 -6.549 -0.104
C 3.748 3.828 3.189 -0.117
H 5.277 -1.284 6.256 0.129
O 2.913 -1.909 -0.519 -0.180
H -8.464 -0.283 -4.315 0.128
H -0.489 4.608 -5.393 0.086
H 0.547 -2.366 3.133 0.110
O 11.748 -6.472 -2.607 -0.201
H -12.046 3.382 5.565 0.063
H 6.909 -1.536 -0.501 0.124
H 4.565 -5.817 -2.590 0.089
O 5.242 -4.173 -1.615 -0.199
H 4.314 2.907 5.416 0.123
H 13.282 -6.370 -1.248 0.128
Br 3.153 2.805 -0.140 0.816
C 3.344 -0.248 6.100 -0.275
C 1.819 3.326 1.183 -0.773
H 2.218 6.280 2.737 0.072
H 2.712 -0.127 6.980 0.122
H 10.573 -8.053 -3.078 0.086
H 0.764 2.526 2.821 0.136
H 10.833 -1.445 -2.461 0.090
C -5.093 -0.031 3.441 -0.212
H -5.960 0.059 0.231 0.080
C 11.430 -3.066 -4.459 -0.203
H 0.837 -0.659 2.967 0.070
H -3.674 -1.517 4.175 0.107
C -4.064 -1.146 3.224 -0.203
H -4.347 0.487 -5.958 0.127
H -7.153 1.462 3.636 0.112
C -10.296 2.091 5.602 -0.252
H 5.777 -4.883 -3.489 0.091
H -4.675 0.878 -7.669 0.130
H 4.715 3.457 3.535 0.132
H -7.918 -0.022 -2.659 0.123
H 12.016 -2.152 -4.307 0.129
C 5.488 -5.249 -2.498 -0.103
H 11.913 -8.444 -1.978 0.088
O -2.438 4.648 -6.096 -0.198
C -1.412 5.196 -5.305 -0.121
H -5.580 1.796 -2.797 0.129
C 2.783 2.005 4.484 -0.414
H 9.434 -1.603 -3.570 0.092
H -9.804 3.061 5.541 0.101
C -11.307 1.772 -1.582 -0.111
H -2.248 0.734 -6.964 0.126
C -8.495 0.415 -3.476 -0.176
C -9.944 0.589 -3.081 -0.205
H -12.189 2.045 6.688 0.064
C 4.306 0.931 5.952 -0.083
H -10.451 1.209 -3.830 0.130
H -0.977 0.249 2.417 0.090
H -1.204 6.236 -5.584 0.088
H 1.847 1.361 2.031 0.098
H 12.474 -4.056 -2.025 0.122
H 1.985 -2.414 4.846 0.109
O 13.499 -4.232 -3.829 -0.125
C -5.600 0.708 -0.567 -0.122
H 5.029 0.664 5.177 0.138
H -4.856 0.592 4.305 0.115
O -7.882 1.600 -3.965 -0.159
H 13.784 -6.652 -2.939 0.130
O 5.559 -1.117 -1.918 -0.127
H -8.948 -0.699 4.775 0.111
H -2.543 -1.591 1.769 0.113
H -4.882 1.425 -0.144 0.085
H -2.256 5.655 -7.874 0.129
H -2.040 0.693 3.750 0.103
H -11.307 2.192 -0.578 0.087
H -4.569 -1.986 2.745 0.107
H 12.226 -8.157 -3.715 0.089
H 3.165 -0.490 3.984 0.170
H 3.413 0.031 -1.035 0.066
H -5.156 0.569 2.530 0.092
C 4.216 -1.512 6.340 -0.135
H 3.872 4.058 2.140 0.076
C 3.001 6.215 3.488 0.067
C 13.289 -4.622 -2.481 -0.184
C 4.259 -1.340 -2.442 -0.175
H 11.831 -5.178 -4.640 0.123
H -1.052 4.362 -7.608 0.128
C -9.891 1.226 4.393 -0.212
H -6.805 1.338 -6.021 0.074
H -6.939 3.096 -6.182 0.087
C 10.045 -2.118 -2.819 -0.116
C 11.619 -7.854 -2.854 -0.114
C -7.594 0.464 3.568 -0.221
C -1.703 -0.145 3.135 -0.207
C -2.872 -0.722 2.346 -0.210
C 13.082 -6.108 -2.296 -0.208
H 7.034 -3.872 -0.672 0.132
H -4.027 3.793 -7.961 0.124
N 2.783 2.704 3.383 0.055
H 9.412 -2.392 -1.976 0.075
H -12.366 1.751 4.953 0.061
H -1.744 5.170 -4.268 0.085
C -6.349 2.253 -2.162 -0.197
N 3.604 2.194 5.539 0.124
H -1.104 -0.906 5.087 0.080
N 1.827 0.978 4.600 -0.384
H -1.514 -2.137 3.909 0.109
H 1.229 -1.016 0.297 0.097
H -8.411 2.857 -2.391 0.125
C 0.480 -1.418 3.665 -0.181
O -10.045 1.183 -1.799 -0.200
C 1.455 -1.463 4.863 -0.164
H -9.643 1.867 3.545 0.104
C 1.746 2.388 2.370 -0.105
C -2.103 4.644 -7.474 -0.205
H -2.885 3.920 -9.300 0.129
O 1.144 4.279 1.015 0.100
C -4.280 1.273 -6.725 -0.210
H 0.940 -1.421 5.823 0.090
H 6.275 -5.906 -2.112 0.091
C 2.479 -0.337 4.830 -0.331
H -11.492 2.580 -2.300 0.089
C -6.498 -0.609 3.697 -0.212
H 10.796 -2.938 -5.348 0.129
C 4.012 -1.966 7.766 -0.816
H 2.221 -0.783 -2.090 0.134
C -7.550 2.597 -3.011 -0.172
H -7.289 3.477 -3.603 0.126
H -5.946 3.176 -1.721 0.130
H 2.790 -0.608 1.082 0.071
H -10.727 0.586 4.114 0.101
H 5.281 -2.084 -0.093 0.119
C 3.447 5.058 4.005 -0.141
H -9.959 1.579 6.503 0.092
H 4.129 -2.374 -2.764 0.127
H 3.626 5.001 5.077 0.099
O -2.565 2.321 -8.140 -0.126
O 10.593 -3.305 -3.339 -0.199



Entry 4:
19
Properties=species:S:1:pos:R:3:lowdin_charge:R:1 method="wB97M-V/def2-TZVPD" homo_ev=-7.566 total_energy_ev=-8350.928 gap_ev=7.8 relative_energy_kcal_mol=212.4
N -2.364 0.940 -0.739 0.026
H 4.689 0.909 0.761 0.102
C -2.800 0.240 0.313 -0.440
H 2.561 -0.760 -1.039 0.111
C 4.203 -0.069 0.441 -0.115
H -2.179 0.176 1.292 0.140
H 2.838 1.013 -0.772 0.090
H 0.358 1.196 -0.265 0.005
H -2.972 -1.018 -0.057 0.152
H 0.501 -0.196 0.826 0.084
H -4.294 -1.345 1.085 0.076
C 0.813 0.266 -0.200 -0.094
H 0.225 -0.408 -0.931 0.079
H 4.743 -0.606 -0.361 0.085
C 2.424 0.113 -0.293 -0.303
H -4.969 0.009 0.108 0.095
C -4.028 -0.512 0.405 -0.059
H -2.818 0.525 -1.589 0.053
N 3.069 -0.472 1.015 -0.087